Entry 1:
The following is a quantum chemistry calculation of C6H9N in the gas phase, from the Open Molecules 2025 dataset.

**Structure (SMILES)**: C[C@]12C[C@H]1[C@H]1N[C@H]12
**Orbital gap**: 9.62 eV
**Relative energy (zero: lowest compared OMol25 entry of this formula, charge and spin)**: 350.8 kJ/mol
**E_HOMO**: -8.5 eV
**E_LUMO**: 1.10 eV

Cartesian coordinates (Å):
C 1.570 -0.640 0.932
C 0.455 -0.207 0.009
C 0.509 0.835 -1.102
C -0.276 1.101 0.138
C -1.621 0.316 0.179
N -1.835 -0.576 -0.945
C -0.898 -0.974 0.072
H 1.360 -0.274 1.945
H 2.551 -0.257 0.637
H 1.640 -1.731 1.003
H 1.471 1.327 -1.209
H -0.020 0.817 -2.057
H -0.032 1.893 0.838
H -2.474 0.595 0.787
H -1.370 -0.295 -1.802
H -1.030 -1.930 0.576

Entry 2:
The following is a quantum chemistry calculation of C6H9N in the gas phase, from the Open Molecules 2025 dataset.

**Structure (SMILES)**: C1[C@H]2N1CC21CC1
**Orbital gap**: 10.04 eV
**Relative energy (zero: lowest compared OMol25 entry of this formula, charge and spin)**: 333.6 kJ/mol
**E_HOMO**: -8.9 eV
**E_LUMO**: 1.10 eV

Cartesian coordinates (Å):
C 1.728 1.203 -0.148
C 0.360 0.927 -0.603
N 1.479 -0.029 -0.924
C 0.939 -0.940 0.188
C -0.346 -0.132 0.170
C -1.635 -0.110 0.909
C -1.564 -0.729 -0.464
H 1.991 1.060 0.895
H 2.280 1.996 -0.646
H -0.145 1.551 -1.337
H 1.646 -0.852 1.013
H 0.762 -2.012 0.053
H -2.125 0.855 1.002
H -1.770 -0.777 1.753
H -1.612 -1.813 -0.549
H -1.990 -0.198 -1.312

Entry 3:
The following is a quantum chemistry calculation of 2 unconnected molecules or ions with the total composition C6H9N, from the Open Molecules 2025 dataset.

**Orbital gap**: 7.87 eV
**Relative energy (zero: lowest compared OMol25 entry of this formula, charge and spin)**: 661.0 kJ/mol
**E_HOMO**: -7.4 eV
**E_LUMO**: 0.47 eV

Cartesian coordinates (Å):
C -1.160 0.835 -1.245
N -0.352 0.503 -0.323
C -0.545 -0.069 1.040
C 0.456 -1.247 0.921
C 1.145 -1.214 -0.445
C 1.106 0.321 -0.274
C 0.960 0.119 1.256
H -0.794 1.260 -2.175
H -2.944 1.463 0.842
H -2.218 0.676 -1.081
H -2.421 1.007 1.149
H 0.329 -2.114 1.562
H 0.608 -1.599 -1.325
H 2.163 -1.610 -0.415
H 1.731 1.015 -0.843
H 1.511 0.532 2.092

Entry 4:
The following is a quantum chemistry calculation of C6H9N in the gas phase at a distorted geometry, from the Open Molecules 2025 dataset.

**Structure (SMILES)**: C=N[C@H]1CC12CC2
**Orbital gap**: 9.98 eV
**Relative energy (zero: lowest compared OMol25 entry of this formula, charge and spin)**: 455.3 kJ/mol
**E_HOMO**: -9.0 eV
**E_LUMO**: 0.94 eV

Cartesian coordinates (Å):
C 1.535 1.782 0.224
N 1.883 0.583 0.093
C 0.861 0.005 -0.748
C 0.810 -1.394 -0.142
C -0.342 -0.479 -0.015
C -1.292 -0.028 1.029
C -1.788 -0.564 -0.302
H 1.511 2.161 1.228
H 1.175 2.364 -0.621
H 0.743 0.289 -1.807
H 1.423 -1.493 0.766
H 0.869 -2.189 -0.858
H -1.430 1.035 1.214
H -1.476 -0.635 1.912
H -2.235 -1.550 -0.289
H -2.266 0.120 -0.995

Entry 5:
The following is a quantum chemistry calculation of a molecular structure, C6H9N, from the Open Molecules 2025 dataset.

**Orbital gap**: 8.02 eV
**Relative energy (zero: lowest compared OMol25 entry of this formula, charge and spin)**: 445.3 kJ/mol
**E_HOMO**: -7.3 eV
**E_LUMO**: 0.75 eV

Cartesian coordinates (Å):
C 2.109 -0.526 -0.260
C 0.794 0.014 0.207
C -0.425 -0.629 0.603
C -1.426 0.360 1.036
C -1.780 -0.680 -0.572
C -0.779 1.557 0.689
N 0.505 1.323 0.262
H 2.973 -0.009 0.179
H 2.199 -1.584 0.007
H 2.208 -0.456 -1.351
H -0.415 -1.679 0.893
H -2.326 0.180 -0.954
H -2.496 -1.396 -0.175
H -1.194 -1.110 -1.391
H -1.120 2.580 0.787
H 1.173 2.052 0.040

Entry 6:
The following is a quantum chemistry calculation of 2 unconnected molecules or ions with the total composition C6H9N at a distorted geometry, from the Open Molecules 2025 dataset.

**Structure (SMILES)**: CC1=CC1.CC#N
**Orbital gap**: 10.08 eV
**Relative energy (zero: lowest compared OMol25 entry of this formula, charge and spin)**: 401.4 kJ/mol
**E_HOMO**: -9.2 eV
**E_LUMO**: 0.85 eV

Cartesian coordinates (Å):
C 0.971 -0.065 -2.165
C -0.202 0.367 -1.347
C -0.506 1.253 -0.477
C -1.620 0.384 -0.874
H 1.815 -0.254 -1.419
H 1.296 0.598 -2.906
H 0.612 -1.039 -2.683
H -0.251 2.039 0.239
H -1.849 -0.579 -0.262
H -2.386 0.573 -1.680
C -0.061 -0.322 2.423
C 1.185 -1.015 2.124
N 2.071 -1.543 1.603
H -0.309 0.297 1.434
H 0.152 0.212 3.279
H -0.916 -0.905 2.711

Entry 7:
The following is a quantum chemistry calculation of 2 unconnected molecules or ions with the total composition C6H9N at a distorted geometry, from the Open Molecules 2025 dataset.

**Structure (SMILES)**: C/C=C\C#N.C=C
**Orbital gap**: 10.15 eV
**Relative energy (zero: lowest compared OMol25 entry of this formula, charge and spin)**: 310.0 kJ/mol
**E_HOMO**: -9.5 eV
**E_LUMO**: 0.70 eV

Cartesian coordinates (Å):
C 0.181 1.819 0.279
C -0.929 1.202 -0.509
C -1.730 0.213 -0.099
C -1.553 -0.427 1.174
N -1.378 -0.958 2.189
H 0.390 1.259 1.195
H 1.095 1.858 -0.324
H -0.084 2.848 0.553
H -1.100 1.602 -1.507
H -2.521 -0.177 -0.731
C 1.090 -1.249 -1.038
C 1.280 -1.565 0.241
H 0.268 -1.664 -1.613
H 2.129 -1.321 -1.311
H 0.733 -2.333 0.753
H 2.129 -1.107 0.747

Entry 8:
The following is a quantum chemistry calculation of C6H9N in the gas phase, from the Open Molecules 2025 dataset.

**Orbital gap**: 7.55 eV
**Relative energy (zero: lowest compared OMol25 entry of this formula, charge and spin)**: 482.7 kJ/mol
**E_HOMO**: -7.9 eV
**E_LUMO**: -0.38 eV

Cartesian coordinates (Å):
C 2.164 0.483 2.146
C 0.917 0.329 1.352
C 1.149 -0.409 0.138
C 0.127 -0.606 -0.732
C -1.245 -0.106 -0.561
C -1.991 0.409 -1.745
N -2.274 -0.916 -1.231
H 1.993 0.703 3.204
H 2.627 1.389 1.715
H 2.909 -0.324 2.033
H 2.123 -0.848 -0.119
H 0.287 -1.183 -1.645
H -1.454 0.346 0.404
H -1.511 0.434 -2.722
H -2.696 1.217 -1.563
H -3.125 -0.918 -0.674

Entry 9:
The following is a quantum chemistry calculation of C6H9N in the gas phase, from the Open Molecules 2025 dataset.

**Orbital gap**: 9.20 eV
**Relative energy (zero: lowest compared OMol25 entry of this formula, charge and spin)**: 218.7 kJ/mol
**E_HOMO**: -8.3 eV
**E_LUMO**: 0.92 eV

Cartesian coordinates (Å):
C -2.422 -0.174 -0.308
C -1.009 -0.046 0.163
C -0.130 0.959 0.157
C 1.203 0.400 0.621
C 0.934 -1.048 1.052
C 2.212 0.274 -0.541
N -0.331 -1.202 0.689
H -3.021 -0.743 0.415
H -2.865 0.817 -0.423
H -2.487 -0.682 -1.284
H -0.334 1.974 -0.181
H 1.659 1.008 1.417
H 1.844 -0.457 -1.278
H 2.337 1.235 -1.052
H 3.185 -0.055 -0.156
H -0.790 -2.103 0.757

Entry 10:
The following is a quantum chemistry calculation of C6H9N in the gas phase, from the Open Molecules 2025 dataset.

**Orbital gap**: 7.88 eV
**Relative energy (zero: lowest compared OMol25 entry of this formula, charge and spin)**: 330.4 kJ/mol
**E_HOMO**: -7.3 eV
**E_LUMO**: 0.55 eV

Cartesian coordinates (Å):
C -1.259 1.404 -0.130
C 0.005 0.616 -0.123
C 0.229 -0.846 -0.074
C -0.874 -1.759 0.433
C 1.718 -1.103 0.155
C 2.223 0.158 0.004
N 1.200 1.147 -0.130
H -1.951 1.039 -0.895
H -1.078 2.469 -0.304
H -1.768 1.301 0.836
H -0.554 -2.798 0.313
H -1.806 -1.618 -0.129
H -1.090 -1.596 1.492
H 0.400 -1.079 -1.149
H 3.243 0.523 -0.050
H 1.362 2.141 -0.249

Entry 11:
The following is a quantum chemistry calculation of C6H9N in the gas phase at a distorted geometry, from the Open Molecules 2025 dataset.

**Structure (SMILES)**: Cc1c[nH]c(C)c1
**Orbital gap**: 8.17 eV
**Relative energy (zero: lowest compared OMol25 entry of this formula, charge and spin)**: 321.1 kJ/mol
**E_HOMO**: -7.5 eV
**E_LUMO**: 0.67 eV

Cartesian coordinates (Å):
C 1.280 1.254 -1.653
C 0.325 0.823 -0.590
C 0.596 0.911 0.778
N -0.549 0.483 1.411
C -1.308 -0.257 0.537
C -1.049 -1.686 0.961
C -0.890 0.121 -0.739
H 2.299 0.941 -1.394
H 1.291 2.347 -1.730
H 1.022 0.843 -2.633
H 1.419 0.281 1.139
H -0.553 0.267 2.397
H -1.308 -1.927 1.997
H -1.401 -2.450 0.271
H 0.078 -1.649 0.918
H -1.255 -0.301 -1.669

Entry 12:
The following is a quantum chemistry calculation of 2 unconnected molecules or ions with the total composition C6H9N, from the Open Molecules 2025 dataset.

**Structure (SMILES)**: C1=CN1.C=C=CC
**Orbital gap**: 8.92 eV
**Relative energy (zero: lowest compared OMol25 entry of this formula, charge and spin)**: 637.0 kJ/mol
**E_HOMO**: -7.9 eV
**E_LUMO**: 1.01 eV

Cartesian coordinates (Å):
C -1.779 -0.547 -0.618
C -1.644 0.711 -0.307
N -1.306 0.315 -1.722
H -2.414 -1.405 -0.547
H -2.130 1.522 0.187
H -2.129 0.513 -2.305
C 0.120 -1.882 -0.251
C 0.834 -0.889 0.259
C 1.033 0.328 0.641
C 2.174 1.135 1.186
H -0.345 -2.626 0.388
H 0.154 -2.101 -1.315
H 0.026 0.844 0.423
H 1.913 1.587 2.150
H 2.415 1.958 0.505
H 3.078 0.537 1.327

Entry 13:
The following is a quantum chemistry calculation of C6H9N in the gas phase, from the Open Molecules 2025 dataset.

**Structure (SMILES)**: CC1=CNC=CC1
**Orbital gap**: 9.99 eV
**Relative energy (zero: lowest compared OMol25 entry of this formula, charge and spin)**: 170.5 kJ/mol
**E_HOMO**: -9.0 eV
**E_LUMO**: 1.03 eV

Cartesian coordinates (Å):
C -1.872 0.364 -1.122
C -0.503 0.081 -0.549
C 0.547 0.865 -0.791
N 1.823 0.547 -0.210
C 1.633 0.259 1.192
C 0.619 -0.513 1.571
C -0.243 -1.039 0.449
H -2.201 1.375 -0.855
H -2.627 -0.338 -0.758
H -1.867 0.307 -2.217
H 0.500 1.803 -1.340
H 2.155 -0.309 -0.668
H 2.304 0.772 1.871
H 0.434 -0.810 2.596
H -1.156 -1.559 0.754
H 0.454 -1.807 0.078

Entry 14:
The following is a quantum chemistry calculation of C6H9N in the gas phase at a distorted geometry, from the Open Molecules 2025 dataset.

**Structure (SMILES)**: CC#CC[C@H]1CN1
**Orbital gap**: 9.23 eV
**Relative energy (zero: lowest compared OMol25 entry of this formula, charge and spin)**: 471.1 kJ/mol
**E_HOMO**: -8.2 eV
**E_LUMO**: 1.02 eV

Cartesian coordinates (Å):
C 2.152 1.183 1.151
C 1.179 0.218 0.648
C 0.846 -0.893 0.265
C -0.133 -1.772 -0.282
C -1.540 -0.692 -0.599
C -1.421 0.708 -0.191
N -1.218 0.324 -1.615
H 1.850 1.634 2.099
H 2.352 1.980 0.432
H 3.073 0.616 1.310
H -0.384 -2.603 0.403
H 0.141 -2.155 -1.272
H -2.415 -1.346 -0.613
H -0.297 0.822 0.340
H -2.188 1.416 0.166
H -1.999 0.559 -2.240

Entry 15:
The following is a quantum chemistry calculation of C6H9N in the gas phase at a distorted geometry, from the Open Molecules 2025 dataset.

**Orbital gap**: 8.68 eV
**Relative energy (zero: lowest compared OMol25 entry of this formula, charge and spin)**: 421.9 kJ/mol
**E_HOMO**: -8.9 eV
**E_LUMO**: -0.20 eV

Cartesian coordinates (Å):
C 1.292 -1.400 -0.995
C 0.203 -0.375 -0.663
C 0.196 0.040 0.827
C -0.294 1.481 1.012
C -1.641 1.937 0.671
C -1.121 -0.899 -1.042
N -2.157 -1.340 -1.310
H 1.269 -1.668 -2.055
H 1.168 -2.314 -0.405
H 2.273 -0.971 -0.768
H 1.218 -0.051 1.214
H -0.428 -0.657 1.398
H -0.499 1.687 2.097
H 0.486 2.209 0.753
H -2.293 1.035 0.684
H 0.376 0.520 -1.275